[1]
DFT (wB97M-V/def2-TZVPD) results for one molecule with the formula C6H7I.

- strongest force on any atom (eV/A) = 1.25
- frontier orbital gap (alpha / beta) (Ha) = 0.32908 / 0.23954
- relative energy (zero: lowest compared OMol25 entry of this formula, charge and spin) (eV) = 4.2770
- DFT total energy (eV) = -14430.435

```
14
Properties=species:S:1:pos:R:3:forces:R:3:mulliken_charge:R:1
C -0.01497 -0.05372 -0.08298 -0.459 -1.007 -0.049 -0.269
C 1.40285 -0.46265 -0.05536 -0.376 0.398 0.009 1.093
C -0.52419 1.12796 -0.02759 0.841 0.574 0.197 -0.140
C 2.33066 0.48108 -0.06236 0.912 -0.853 0.020 -0.387
C 1.65030 -1.95427 0.01310 0.459 0.217 -0.058 -1.353
C -1.37060 2.28029 0.01690 -0.389 0.256 -0.189 -1.128
I 4.38999 0.18590 0.00203 -0.523 0.348 -0.018 0.078
H -0.69260 -0.91047 -0.15106 -0.164 -0.144 -0.041 0.210
H 0.79979 -2.52026 -0.36311 -0.042 0.103 0.002 0.351
H 1.83705 -2.25064 1.04623 -0.019 -0.054 0.018 0.295
H 2.52877 -2.21481 -0.57478 0.023 -0.086 0.035 0.411
H -0.80787 3.17841 -0.25588 -0.086 0.094 0.042 0.249
H -1.78402 2.42524 1.01702 -0.034 0.037 -0.042 0.287
H -2.18921 2.18158 -0.70421 -0.142 0.116 0.074 0.302
```
Forces are in eV/Å.

[2]
DFT (wB97M-V/def2-TZVPD) results for C6H7I2NO as an isolated structure.

- strongest force on any atom (eV/A) = 2.71
- frontier orbital gap (Ha) = 0.32473
- relative energy (zero: lowest compared OMol25 entry of this formula, charge and spin) (eV) = 0.0000
- DFT total energy (eV) = -26074.011

```
17
Properties=species:S:1:pos:R:3:forces:R:3:mulliken_charge:R:1
C 1.58820 0.78521 0.70938 0.155 0.118 0.316 -0.488
C 0.82454 0.64478 1.78638 0.140 0.043 -0.177 -0.318
C 1.27214 0.15378 -0.58133 -0.117 -0.165 0.091 0.768
C -0.43632 -0.13007 1.72844 -1.004 0.066 -2.317 -0.746
C -1.02585 -0.07012 0.18557 0.178 0.052 2.705 -0.669
C -0.41290 -0.67401 -2.10629 0.096 -0.091 -0.503 -1.190
N -0.03397 -0.29163 -0.75945 0.052 -0.274 -0.309 0.128
O 2.09495 0.00347 -1.45592 0.243 0.169 -0.006 -0.620
I -2.62870 -1.54231 0.09574 0.261 0.283 0.045 0.142
I -1.92786 1.97050 -0.07393 0.030 -0.310 0.005 0.132
H 2.52397 1.32113 0.72507 0.087 0.024 0.027 0.417
H 1.10746 1.06322 2.74134 0.136 0.101 0.044 0.414
H -0.25292 -1.18305 1.96070 -0.060 0.002 -0.017 0.417
H -1.19873 0.25747 2.40213 -0.004 -0.064 -0.102 0.463
H 0.39445 -0.39491 -2.78249 -0.127 -0.020 0.115 0.416
H -0.55975 -1.75334 -2.17221 -0.067 0.068 0.002 0.347
H -1.32872 -0.16014 -2.40314 0.000 -0.001 0.081 0.387
```
Forces are in eV/Å.

[3]
DFT (wB97M-V/def2-TZVPD) results for a 2-piece molecular cluster, C6H7INOP overall.

- SMILES = O=Pc1cccnc1.CI
- strongest force on any atom (eV/A) = 4.28
- frontier orbital gap (Ha) = 0.30654
- relative energy (zero: lowest compared OMol25 entry of this formula, charge and spin) (eV) = 0.3722
- DFT total energy (eV) = -27260.881

```
17
Properties=species:S:1:pos:R:3:forces:R:3:mulliken_charge:R:1
O 2.87954 2.49853 -0.34503 0.149 0.215 -0.812 -0.463
P 2.18056 1.81340 0.74514 -0.097 -0.289 1.092 0.283
C 0.50822 1.32726 0.22891 -1.067 -0.894 1.293 0.372
C -0.38901 0.82422 1.26549 -0.262 0.088 -4.269 -0.526
C -1.59688 0.27909 0.85824 0.343 2.128 -2.086 -0.678
C -2.02105 0.61250 -0.50149 1.516 -1.224 2.087 -0.130
N -1.20947 1.03219 -1.40571 2.277 0.385 -1.135 -0.564
C 0.11006 1.22915 -1.06003 -3.013 0.409 0.743 -0.316
H 0.07681 0.92432 2.16251 0.385 -0.462 3.193 0.520
H -2.35278 -0.21796 1.37710 -0.633 -0.600 1.586 0.461
H -2.97890 0.39536 -0.89279 -1.253 -0.196 0.272 0.435
H 0.75658 1.43196 -1.82708 1.508 0.490 -1.962 0.536
C 0.53031 -2.54326 -0.16029 2.430 1.383 2.560 -0.810
I 2.50566 -1.60797 0.04505 -0.318 -0.270 0.069 0.025
H 0.00664 -1.87642 -0.70907 -1.893 1.818 -1.663 0.182
H 0.19554 -2.72236 0.82476 -0.548 0.052 0.903 0.277
H 0.79817 -3.40001 -0.60574 0.477 -3.031 -1.871 0.398
```
Forces are in eV/Å.

[4]
DFT (wB97M-V/def2-TZVPD) results for C6H7LiO6Tl as an isolated structure.

- strongest force on any atom (eV/A) = 4.98
- 2S+1 = 2
- frontier orbital gap (alpha / beta) (Ha) = 0.27322 / 0.22391
- relative energy (zero: lowest compared OMol25 entry of this formula, charge and spin) (eV) = 5.7793
- DFT total energy (eV) = -23514.885

```
21
Properties=species:S:1:pos:R:3:forces:R:3:mulliken_spin:R:1
Li -0.06472 0.71071 -0.87294 0.338 -1.223 -0.437 0.006
O -0.65462 -1.15693 -0.54043 -0.690 -0.009 -0.283 0.112
O -2.81566 -0.66190 -0.14930 -0.732 -0.128 -0.193 -0.029
C -2.61256 0.34981 0.89994 0.275 0.080 0.956 0.071
C -2.37716 1.77468 0.42271 -1.365 0.178 0.394 0.002
O -1.16871 1.93110 -0.17766 -0.509 -1.094 -1.237 0.001
C -1.83335 -1.36000 -0.61905 0.569 0.862 0.227 0.819
H -3.52120 0.27541 1.50753 0.184 0.027 -0.206 0.000
H -1.74987 0.02384 1.49805 -0.196 0.012 -0.136 0.002
H -2.48091 2.45294 1.29857 0.071 -0.515 0.078 0.007
H -3.24471 2.08542 -0.19689 0.420 -0.214 -0.222 0.004
Tl 0.70159 2.91912 0.10537 1.331 3.395 1.905 0.002
O 1.73547 1.42169 -1.15178 -1.758 2.640 -2.981 0.001
O 2.32462 -0.26537 -0.19082 -1.886 -1.660 3.745 -0.001
C 2.66161 -1.53061 0.14186 0.198 0.219 -2.186 -0.002
C 1.71865 -2.52777 -0.04236 1.322 -0.724 1.148 0.002
O 3.88589 0.64060 -1.47451 -1.019 1.290 -0.611 0.000
C 2.74496 0.72997 -1.08065 3.438 -3.381 1.257 0.001
H 3.70473 -1.64586 0.43499 0.399 -0.320 -1.231 0.000
H 2.05304 -3.43029 -0.56040 0.777 -0.381 1.273 0.000
H 0.99292 -2.73655 0.74776 -1.168 0.944 -1.261 0.001
```
Forces are in eV/Å.

[5]
DFT (wB97M-V/def2-TZVPD) results for one molecule with the formula C6H7N.

- strongest force on any atom (eV/A) = 3.44
- frontier orbital gap (alpha / beta) (Ha) = 0.32332 / 0.26234
- relative energy (zero: lowest compared OMol25 entry of this formula, charge and spin) (eV) = 5.3924
- DFT total energy (eV) = -7820.255

```
14
Properties=species:S:1:pos:R:3:forces:R:3:mulliken_charge:R:1
C 3.71907 0.19104 -0.09246 1.890 1.478 1.095 0.480
C 2.72140 -0.71260 -0.37891 -2.792 0.291 0.477 -0.724
C 0.62342 0.30108 -0.16230 2.769 -2.001 0.398 -0.291
C -0.36513 1.05806 -0.40440 -3.131 -0.216 -0.537 -0.072
C 1.32056 -0.85056 0.42175 1.957 1.939 -1.917 -0.277
C -1.76791 0.48399 0.05605 0.538 2.650 -0.132 -0.850
N 4.61939 0.89442 0.18433 -1.386 -1.039 -0.467 -0.434
H -0.50499 1.80654 -1.17485 0.758 0.459 0.231 0.333
H 1.47871 -0.76124 1.44414 0.394 0.452 1.962 0.324
H 2.63694 -0.99236 -1.40411 0.067 -0.378 -0.575 0.353
H 0.98241 -1.83067 0.27547 -1.045 -1.250 -0.680 0.328
H -1.53731 -0.46052 0.46780 -0.473 -0.987 0.778 0.313
H -2.31778 0.39327 -0.87696 -0.320 -0.224 0.102 0.257
H -2.32312 1.20870 0.74038 0.775 -1.174 -0.733 0.261
```
Forces are in eV/Å.

[6]
DFT (wB97M-V/def2-TZVPD) results for one molecule with the formula C6H7N.

- SMILES = C#C/N=C1/C[C@@H]1C
- strongest force on any atom (eV/A) = 7.00
- frontier orbital gap (alpha / beta) (Ha) = 0.32190 / 0.27028
- relative energy (zero: lowest compared OMol25 entry of this formula, charge and spin) (eV) = 7.4407
- DFT total energy (eV) = -7818.207

```
14
Properties=species:S:1:pos:R:3:forces:R:3:mulliken_charge:R:1
C 0.07973 3.30895 0.21641 -0.100 -1.253 -0.805 -0.620
C 0.17010 2.25606 -0.44531 0.105 2.160 1.174 0.397
N 0.25393 1.34283 -1.33553 1.646 -5.997 1.336 -0.398
C 0.77943 -0.17637 -0.81712 -1.336 5.627 -3.950 0.075
C 0.25077 -1.47536 -1.25832 -1.616 0.111 -0.535 -0.668
C 0.44880 -1.07610 0.19907 -0.185 0.055 0.564 0.331
C -0.64115 -0.83289 1.13856 1.002 2.956 -0.072 -1.550
H -0.09247 4.29186 0.61304 0.142 -0.467 0.030 0.418
H -0.79685 -1.55505 -1.65460 0.936 0.558 0.527 0.213
H 0.77433 -2.34838 -1.57342 1.009 -0.085 -0.366 0.277
H 1.28592 -1.52858 0.67705 0.707 -0.645 0.186 0.350
H -1.36592 -0.08050 0.88445 -0.546 -0.117 -0.723 0.370
H -0.15168 -0.39175 1.96896 0.263 0.263 1.372 0.365
H -0.99494 -1.73473 1.38678 -2.027 -3.165 1.262 0.440
```
Forces are in eV/Å.

[7]
DFT (wB97M-V/def2-TZVPD) results for one molecule with the formula C6H7N.

- SMILES = C[C@@]12[C@@H]3[C@H]4[C@@H]3N1[C@H]42
- strongest force on any atom (eV/A) = 0.51
- frontier orbital gap (Ha) = 0.35476
- relative energy (zero: lowest compared OMol25 entry of this formula, charge and spin) (eV) = 4.8886
- DFT total energy (eV) = -7820.759

```
14
Properties=species:S:1:pos:R:3:forces:R:3:mulliken_charge:R:1
C 1.98254 0.12934 -0.14157 -0.008 -0.015 0.005 -1.278
C 0.50978 -0.03444 0.02287 0.374 0.198 -0.089 0.751
C -0.64381 -0.21381 -0.98789 0.072 -0.032 -0.356 -0.507
C -1.57599 0.49122 -0.01131 -0.310 0.212 0.030 -0.540
C -1.35540 -0.98778 0.07721 -0.308 -0.399 -0.055 -0.208
N -0.20679 -0.84391 1.05520 0.064 -0.201 0.088 -0.724
C -0.40238 0.63449 0.97140 0.082 0.430 0.241 -0.178
H 2.17671 1.13480 -0.53148 0.075 -0.144 0.010 0.275
H 2.41464 -0.59660 -0.83701 -0.095 0.003 0.121 0.305
H 2.48751 0.03503 0.82485 -0.100 -0.011 -0.105 0.351
H -0.68965 -0.30019 -2.06663 -0.017 0.068 0.176 0.438
H -2.45922 1.08187 -0.21625 0.077 -0.159 0.070 0.442
H -2.04614 -1.82361 0.03312 0.173 0.129 -0.008 0.398
H -0.19178 1.29357 1.80750 -0.079 -0.078 -0.128 0.474
```
Forces are in eV/Å.

[8]
DFT (wB97M-V/def2-TZVPD) results for C6H7N as an isolated structure.

- strongest force on any atom (eV/A) = 6.95
- frontier orbital gap (Ha) = 0.30286
- relative energy (zero: lowest compared OMol25 entry of this formula, charge and spin) (eV) = 7.1562
- DFT total energy (eV) = -7818.491

```
14
Properties=species:S:1:pos:R:3:forces:R:3:mulliken_charge:R:1
C 0.66579 -1.38830 -0.46168 -1.962 0.814 1.743 -0.716
C -0.04392 -0.86996 0.77382 2.838 0.202 3.862 -0.277
C -0.58517 1.47190 -0.06957 -0.192 4.040 -1.095 -0.219
C -0.53810 -1.36411 -1.00403 -2.314 -3.092 -5.778 -0.334
C -1.32206 -1.02950 0.15613 -2.993 1.498 -0.468 -0.189
C 0.83384 1.99380 0.15033 -1.633 -0.749 0.067 -0.749
N -0.83699 0.35311 0.38081 0.840 -2.803 1.925 0.100
H 1.66141 -1.41992 -0.73103 1.696 -0.132 -0.706 0.484
H 0.16768 -1.03637 1.83960 0.041 0.135 -0.543 0.410
H -1.02901 -1.54551 -2.02716 1.383 0.387 1.285 0.283
H -2.34534 -1.31242 0.47267 1.098 -0.022 -0.100 0.424
H 0.94446 3.08476 0.29307 -0.174 -0.611 -0.941 0.278
H 1.16325 1.51813 -0.81116 0.826 0.889 0.675 0.226
H 1.26415 1.54441 1.03821 0.545 -0.558 0.073 0.277
```
Forces are in eV/Å.